The following is a quantum chemistry calculation of C20H16BeBrClN4O7 as an isolated structure, from the Open Molecules 2025 dataset.

The calculation puts the LUMO energy at -0.1 eV. As for the multiplicity: 1. The HOMO energy comes out at -8.2 eV. Its total energy is -4566.5060 a.u. For the frontier orbital gap, the calculation gives 0.2961 hartree.

Last column: natural (NBO) charge in e.
Positions of all 50 atoms, in Å:
Be 0.81029 -0.00086 0.21809  1.68
O -6.71227 -0.89465 -1.18908  -0.67
C -5.74967 0.04340 -1.31297  0.78
O -6.02321 1.12991 -1.75193  -0.57
C -4.37905 -0.34337 -0.90296  -0.24
C -3.95697 -1.66173 -0.75134  -0.15
C -2.64183 -1.96601 -0.46204  -0.32
C -1.68604 -0.94883 -0.30400  0.29
C -2.13794 0.37829 -0.38367  -0.29
C -3.44188 0.67215 -0.69275  -0.13
N -0.33708 -1.15307 -0.09888  -0.95
C 0.14825 -2.46425 -0.15717  0.34
C 2.44528 -2.02220 0.28428  0.58
C 3.66335 -2.68505 0.46415  -0.28
C 4.64543 -2.07259 1.21364  -0.12
C 4.38522 -0.83029 1.78259  -0.28
C 3.16635 -0.24334 1.53639  0.10
N 2.23226 -0.80693 0.77101  -0.70
H -6.39867 -1.70710 -0.77047  0.48
H -4.64143 -2.48911 -0.89370  0.20
H -2.39634 -3.00657 -0.32899  0.23
H -1.42904 1.16671 -0.19838  0.23
H -3.77446 1.69464 -0.78299  0.24
H -0.39576 -3.10888 -0.86720  0.20
H 3.80128 -3.65876 0.02643  0.24
H 5.60040 -2.55255 1.36173  0.23
H 5.11132 -0.32251 2.39372  0.23
H 2.91096 0.72303 1.93406  0.23
O -1.10476 -3.62517 1.47089  -0.37
N -0.04200 -3.10642 1.24393  0.51
O 0.86070 -2.95243 2.03103  -0.38
O 1.49763 -2.61643 -0.46903  -0.48
Cl 0.99380 0.76342 3.87813  -0.05
C 0.42224 2.27815 3.13986  -0.48
C 0.73448 2.32222 1.64004  0.79
O 1.12125 3.35064 1.12963  -0.63
O 0.53548 1.23054 1.00553  -0.99
H 0.90711 3.11802 3.63328  0.24
H -0.65772 2.31846 3.28373  0.24
Br 3.94355 1.22749 -1.03509  0.08
C 2.20856 1.81343 -1.47248  0.17
C 2.00492 3.15759 -1.72437  -0.24
C 0.77840 3.53143 -2.24516  -0.12
C -0.14418 2.53981 -2.54633  -0.26
C 0.14077 1.23537 -2.18269  0.06
N 1.28249 0.87658 -1.59649  -0.59
H 2.77995 3.87381 -1.51157  0.24
H 0.56256 4.57377 -2.42260  0.23
H -1.08204 2.78191 -3.01972  0.24
H -0.56193 0.43831 -2.36810  0.22

Atoms 1-2, force components in eV/Å:
Be 0.1 -0.6 -0.2
O -0.4 -0.1 -0.1

***

The following is a quantum chemistry calculation of a 2-piece molecular cluster, C18H24BN4O9P2 overall at a distorted geometry, from the Open Molecules 2025 dataset.

The calculation puts the LUMO energy at -3.1 eV. As for the multiplicity: 1. The HOMO energy comes out at -11.8 eV. Its total energy is -2304.0779 a.u. For the frontier orbital gap, the calculation gives 0.3193 hartree. Its total charge is +1.

Last column: natural (NBO) charge in e.
Positions of all 58 atoms, in Å:
C 1.80664 -5.14668 -0.29840  -0.24
C 1.24076 -4.09002 -0.23043  0.06
C 0.60081 -2.79032 0.07988  -0.56
C 1.52094 -1.61844 -0.23406  0.12
C 1.19862 -0.57266 -1.10623  -0.37
B -0.24168 -0.61919 -1.79886  1.09
N -0.51402 -0.59719 -3.21121  -1.11
O -1.34750 -0.71697 -0.92789  -0.91
C 2.10584 0.50821 -1.36472  -0.44
P 1.61463 1.80035 -2.55819  2.33
O 1.62786 1.25803 -3.91309  -1.04
O 0.13564 2.34962 -2.12184  -0.97
O 2.55847 3.10984 -2.50680  -0.95
C 3.34555 0.52371 -0.69466  0.16
C 4.42774 1.57400 -0.84518  -0.87
P 5.49917 1.11452 -2.25140  2.34
O 5.71385 -0.35539 -2.19801  -1.13
O 6.91515 1.86187 -2.05916  -0.98
O 4.82765 1.54094 -3.63423  -0.96
C 3.64236 -0.52142 0.16932  -0.14
C 2.76692 -1.56626 0.40817  -0.12
C 3.39355 -2.49854 1.43050  0.68
O 2.90482 -3.31915 2.13901  -0.52
N 4.76070 -2.13484 1.41941  -0.64
C 4.88734 -0.78889 0.98486  0.70
O 5.80526 -0.08454 1.27496  -0.53
H 2.52468 -5.90674 -0.49630  0.25
H -0.33678 -2.76534 -0.47233  0.24
H 0.36339 -2.75599 1.14733  0.24
H -0.57922 -1.51914 -3.62567  0.41
H -1.37118 -0.09083 -3.39920  0.39
H -1.02916 -0.64175 -0.02223  0.47
H 0.03311 2.34242 -1.16142  0.49
H 2.39138 3.64293 -1.71839  0.49
H 5.08740 1.49032 0.02006  0.30
H 4.06570 2.59697 -0.84897  0.25
H 7.53571 1.17684 -1.78290  0.53
H 4.97015 0.78749 -4.22493  0.53
H 5.23677 -2.17112 2.31950  0.41
C -7.89716 1.53878 2.35465  -0.62
C -6.65624 2.31693 1.95123  -0.21
N -5.49598 1.43838 1.72782  -0.28
C -4.71839 1.40141 0.59312  -0.03
C -3.73045 0.49831 0.81282  -0.04
N -3.92714 0.00097 2.08128  -0.28
C -4.99704 0.58515 2.61504  0.24
C -3.10646 -1.00716 2.75638  -0.41
H -7.74430 0.99494 3.28741  0.21
H -8.73050 2.22251 2.50040  0.25
H -8.17165 0.81690 1.58544  0.23
H -6.38222 3.03816 2.72082  0.23
H -6.83677 2.86593 1.03024  0.23
H -4.95645 2.03050 -0.24567  0.26
H -2.90418 0.15265 0.20575  0.27
H -5.38779 0.39470 3.59959  0.25
H -3.71220 -1.88471 2.96863  0.24
H -2.71739 -0.59488 3.68432  0.23
H -2.28036 -1.28960 2.11248  0.23

Atoms 1-2, force components in eV/Å:
C 0.3 0.7 -0.5
C -0.1 0.1 0.7

***

The following is a quantum chemistry calculation of C13H27IrNSi2 as an isolated structure at a distorted geometry, from the Open Molecules 2025 dataset.

The calculation puts the LUMO energy (alpha / beta) at -7.4 / -11.3 eV. As for the multiplicity: 6. The HOMO energy (alpha / beta) comes out at -15.0 / -16.6 eV. Its total energy is -1248.7847 a.u. For the frontier orbital gap (alpha / beta), the calculation gives 0.2806 / 0.1955 hartree. Its total charge is +2.

Last column: natural (NBO) charge in e.
Positions of all 44 atoms, in Å:
Ir -0.94880 -0.52610 -1.29790  1.14
C -0.27617 -0.43927 -4.42552  -0.80
H 0.74744 -0.06882 -4.59850  0.24
H -0.52419 -1.24030 -5.14333  0.27
H -0.98408 0.39229 -4.52759  0.21
H -0.37000 -0.84257 -3.37127  0.12
H -1.39622 -1.88799 -1.99069  -0.05
C -2.95869 -0.21931 -0.26164  -1.13
Si -1.71949 -0.42797 1.17754  1.65
C -2.03051 0.97740 2.36894  -1.09
C -1.86948 -2.01180 2.16835  -1.13
C 0.02136 -0.09881 0.46863  -1.02
C 0.17896 1.31373 -0.00261  0.24
C 0.75225 2.42249 0.62916  -0.21
C 1.03190 3.52625 -0.17519  -0.08
C 0.74543 3.48491 -1.53836  -0.16
C 0.05139 2.39636 -2.08448  0.07
N -0.29364 1.37326 -1.26289  -0.54
Si 1.58192 -1.08878 0.88632  1.66
C 2.08090 -0.61298 2.64398  -1.11
C 1.38946 -2.92887 0.67957  -1.13
C 2.98550 -0.44909 -0.18288  -1.10
H -3.65370 -0.95875 0.17481  0.34
H -2.84253 -0.64895 -1.32336  0.26
H -3.40459 0.78226 -0.33376  0.31
H -3.00590 0.82132 2.85383  0.29
H -1.25804 1.01605 3.15002  0.27
H -2.05048 1.94449 1.84398  0.25
H -1.79837 -2.89489 1.52009  0.27
H -1.08057 -2.06715 2.93245  0.28
H -2.84350 -2.03601 2.68055  0.29
H 0.94920 2.37812 1.70134  0.27
H 1.47131 4.41529 0.27097  0.27
H 1.02245 4.30493 -2.19145  0.27
H -0.17362 2.33532 -3.15573  0.26
H 1.27292 -0.80362 3.36289  0.24
H 2.95928 -1.19822 2.95155  0.28
H 2.34497 0.45418 2.69888  0.24
H 1.05360 -3.14413 -0.34009  0.24
H 2.36117 -3.41671 0.84392  0.29
H 0.66610 -3.34846 1.38858  0.26
H 2.82134 -0.73578 -1.23019  0.24
H 3.05857 0.65042 -0.12136  0.24
H 3.93512 -0.89375 0.16244  0.29

Atoms 1-2, force components in eV/Å:
Ir 0.1 -1.6 -0.6
C 0.1 0.2 -0.1

***

The following is a quantum chemistry calculation of a 2-piece molecular cluster, C5H10N2O overall at a distorted geometry, from the Open Molecules 2025 dataset.

As for the SMILES: CC(C)=O.CNC#N. The calculation puts the LUMO energy at 0.7 eV. As for the multiplicity: 1. The energy above the lowest of the compared OMol25 structures with the same formula, charge and spin comes out at 84.6 kcal/mol. The HOMO energy comes out at -9.2 eV. Its total energy is -381.1506 a.u. For the frontier orbital gap, the calculation gives 0.3631 hartree.

Last column: natural (NBO) charge in e.
Positions of all 18 atoms, in Å:
C 1.09786 0.05500 -2.18702  -0.39
N -0.06594 -0.05414 -1.29843  -0.66
C -0.49380 -1.31549 -0.96399  0.42
N -0.86566 -2.40201 -1.15041  -0.35
H -0.74468 0.70075 -1.39753  0.42
H 1.18260 1.09211 -2.50590  0.22
H 0.97547 -0.59443 -3.05159  0.20
H 2.00296 -0.22883 -1.64872  0.21
C -1.17721 1.23334 1.49473  -0.74
C 0.30463 -0.98082 1.42655  -0.74
C 0.03933 0.71074 0.77259  0.65
O 0.92878 1.45202 0.44685  -0.60
H -1.38384 2.26066 1.18990  0.23
H -2.04624 0.60408 1.31793  0.22
H -0.59617 -1.45409 1.80926  0.22
H 0.92676 -1.69818 0.89705  0.23
H 0.88431 -0.64296 2.28609  0.22
H -0.96914 1.26224 2.56264  0.25

Atoms 1-2, force components in eV/Å:
C -0.1 -0.1 0.4
N -0.9 -1.1 -0.4

***

The following is a quantum chemistry calculation of a 3-piece molecular cluster, C19H46BN2O overall at a distorted geometry, from the Open Molecules 2025 dataset.

The calculation puts the LUMO energy at 2.5 eV. As for the multiplicity: 1. The energy above the lowest of the compared OMol25 structures with the same formula, charge and spin comes out at 0.0 kcal/mol. The HOMO energy comes out at -1.8 eV. Its total energy is -961.1007 a.u. For the frontier orbital gap, the calculation gives 0.1574 hartree. Its total charge is -1.

Last column: natural (NBO) charge in e.
Positions of all 69 atoms, in Å:
C -5.89463 -2.11163 0.78312  -0.99
B -4.66363 -1.36638 0.07892  0.87
O -3.71746 -2.25133 -0.56513  -0.97
C -4.52716 0.13982 0.10468  -1.00
C -3.07265 0.64047 -0.08809  -0.41
C -2.17780 0.41679 1.13733  -0.41
C -1.33115 -0.86170 1.21121  -0.21
C -0.24067 -0.67325 2.26801  -0.60
C -0.66035 -1.19986 -0.11942  -0.62
H -5.54128 -2.50347 1.74207  0.20
H -6.32472 -2.92527 0.19131  0.19
H -6.67790 -1.38921 1.00913  0.22
H -3.20145 -2.74578 0.07562  0.46
H -5.10836 0.51630 -0.75360  0.19
H -2.61666 0.22193 -0.99803  0.15
H -3.10875 1.72154 -0.25068  0.17
H -1.52350 1.27950 1.30244  0.17
H -2.85855 0.39424 1.99352  0.21
H -1.95249 -1.71194 1.50248  0.18
H 0.31604 0.22759 1.99504  0.19
H 0.48306 -1.48833 2.26552  0.19
H -0.65421 -0.50381 3.26137  0.20
H -0.09961 -0.33359 -0.47051  0.19
H -0.01132 -2.07000 -0.00885  0.18
H -1.42974 -1.45646 -0.84352  0.24
C 3.75402 1.08283 2.01381  -0.62
C 3.33525 1.15905 3.47416  -0.22
N 3.94264 0.12834 4.29573  -0.45
C 3.31891 -0.01669 5.59722  -0.20
C 3.39910 1.16226 6.57553  -0.63
C 5.39167 0.08019 4.26951  -0.21
C 6.16449 1.34760 4.66048  -0.64
H 3.58061 0.08211 1.61670  0.22
H 3.16521 1.78709 1.42574  0.22
H 4.80613 1.33597 1.87115  0.19
H 2.25155 1.02765 3.51949  0.21
H 3.53963 2.17566 3.84930  0.15
H 3.73598 -0.90724 6.07633  0.19
H 2.26331 -0.24517 5.42292  0.20
H 4.39927 1.28524 6.99063  0.19
H 2.72158 0.98617 7.41366  0.21
H 3.09981 2.09999 6.10669  0.21
H 5.69964 -0.20355 3.25969  0.19
H 5.71067 -0.74941 4.90594  0.19
H 5.77456 2.23236 4.15529  0.20
H 7.21194 1.24165 4.36932  0.21
H 6.14378 1.53244 5.73374  0.20
C -1.49151 1.21457 -7.38837  -0.61
C -0.85424 0.13895 -6.52073  -0.21
N -0.61134 0.58040 -5.16403  -0.46
C 0.26083 -0.30296 -4.41198  -0.20
C -0.22959 -1.72768 -4.13917  -0.64
C -1.77609 1.07914 -4.44023  -0.22
C -2.98973 0.15552 -4.28747  -0.64
H -0.91028 2.13699 -7.34604  0.21
H -1.52790 0.87990 -8.42672  0.20
H -2.51326 1.43645 -7.07976  0.21
H 0.11286 -0.13045 -6.95629  0.19
H -1.47880 -0.76852 -6.57065  0.16
H 0.48765 0.18287 -3.45965  0.20
H 1.21633 -0.36117 -4.94677  0.17
H -1.03152 -1.73507 -3.40329  0.22
H 0.58867 -2.32490 -3.72984  0.20
H -0.57475 -2.23231 -5.04287  0.20
H -2.10484 1.99813 -4.93403  0.18
H -1.44268 1.39460 -3.44933  0.21
H -3.27165 -0.30780 -5.23622  0.19
H -3.84538 0.73541 -3.93881  0.22
H -2.82762 -0.63276 -3.55471  0.23

Atoms 1-2, force components in eV/Å:
C -0.1 0.1 -0.4
B -0.5 0.4 0.0

***

The following is a quantum chemistry calculation of C3H5AuO2 as an isolated structure at a distorted geometry, from the Open Molecules 2025 dataset.

The calculation puts the LUMO energy (alpha / beta) at -11.9 / -14.9 eV. As for the multiplicity: 3. The HOMO energy (alpha / beta) comes out at -21.6 / -21.7 eV. Its total energy is -402.3727 a.u. For the frontier orbital gap (alpha / beta), the calculation gives 0.3573 / 0.2518 hartree. Its total charge is +2.

Last column: natural (NBO) charge in e.
Positions of all 11 atoms, in Å:
O -0.77293 0.61596 -0.15139  -0.34
Au -1.73269 0.34660 -1.45108  1.53
O -0.88564 1.94020 -2.21388  -0.69
C -0.09576 2.54753 -1.60000  0.80
C 0.35409 0.11681 0.50969  -0.13
C 0.35074 -1.36738 0.81963  -0.64
H 1.22410 0.35035 -0.12993  0.32
H 0.45166 0.68705 1.45094  0.30
H 0.76545 -1.94519 -0.02002  0.26
H 0.99799 -1.58436 1.68180  0.32
H -0.65701 -1.70757 1.10425  0.26

Atoms 1-2, force components in eV/Å:
O 8.2 2.1 12.9
Au -10.4 -6.4 -10.0

***

multiplicity of number 5 (C19H46BN2O)? 1